This record from the OMol25 dataset describes a cluster of 3 separate species, CH8O2S in total in a non-equilibrium geometry. The level of theory is ωB97M-V/def2-TZVPD.

**Gap between HOMO and LUMO**: 9.76 eV
**Maximum force**: 0.09208 Eh/bohr
**LUMO**: 0.82 eV
**HOMO level**: -8.94 eV
**Energy relative to the best compared isomer or geometry (same formula, charge and spin)**: 106.37 kJ/mol

The geometry in ORCA input format:
```
! wB97M-V def2-TZVPD RIJCOSX def2/J DEFGRID3
* xyz 0 1
C 1.447 -2.113 -1.712
S 2.004 -1.336 -0.100
H 1.101 -1.304 -2.339
H 2.180 -2.681 -2.214
H 0.568 -2.653 -1.580
H 0.834 -1.151 0.485
O -2.494 4.552 -0.765
H -2.956 5.287 -1.368
H -2.909 3.789 -1.079
O -0.060 -0.703 3.266
H 0.828 -0.827 3.358
H -0.542 -0.860 4.048
*
```

***

This record from the OMol25 dataset describes a structure of composition C32H43BBrN9O2STa in a non-equilibrium geometry. The level of theory is ωB97M-V/def2-TZVPD.

**Gap between HOMO and LUMO**: 5.89 eV
**Maximum force**: 0.02331 Eh/bohr
**LUMO**: -10.69 eV
**HOMO level**: -16.58 eV
**Energy relative to the best compared isomer or geometry (same formula, charge and spin)**: 72.24 kJ/mol

The geometry in ORCA input format:
```
! wB97M-V def2-TZVPD RIJCOSX def2/J DEFGRID3
* xyz 3 1
Ta -0.098 -0.953 -0.821
C 3.560 -1.142 -4.644
C 2.920 -1.985 -3.523
C 3.530 -1.598 -2.190
C 1.416 -1.938 -3.679
C 0.826 -2.536 -4.783
C -0.536 -2.339 -4.670
N -0.779 -1.647 -3.566
N 0.413 -1.374 -2.916
B -2.161 -1.123 -3.152
N -2.031 0.336 -2.742
C -2.622 1.383 -3.295
C -2.236 2.528 -2.616
C -1.371 2.113 -1.624
N -1.240 0.743 -1.697
C -0.704 3.023 -0.631
C -1.724 3.998 -0.029
C 0.422 3.823 -1.309
N -2.690 -1.923 -1.958
C -3.755 -2.716 -1.969
C -3.940 -3.235 -0.705
C -2.922 -2.724 0.086
N -2.149 -1.891 -0.689
C -2.820 -3.078 1.551
C -3.678 -2.128 2.395
C -1.399 -3.220 2.076
H 4.640 -1.290 -4.640
H 3.187 -1.430 -5.626
H 3.351 -0.079 -4.494
H 3.180 -3.027 -3.719
H 3.549 -0.523 -2.067
H 3.014 -2.058 -1.343
H 4.563 -1.946 -2.164
H 1.339 -3.064 -5.575
H -1.341 -2.654 -5.321
H -2.920 -1.223 -4.065
H -3.297 1.264 -4.133
H -2.550 3.538 -2.831
H -0.310 2.399 0.171
H -2.167 4.629 -0.801
H -2.533 3.475 0.488
H -1.232 4.661 0.685
H 0.029 4.377 -2.164
H 0.836 4.563 -0.613
H 1.229 3.188 -1.669
H -4.321 -2.877 -2.878
H -4.712 -3.922 -0.388
H -3.285 -4.061 1.626
H -3.220 -1.146 2.478
H -4.671 -2.010 1.957
H -3.807 -2.537 3.399
H -0.885 -2.266 2.148
H -1.418 -3.665 3.072
H -0.828 -3.891 1.429
N 3.133 0.437 1.657
C 2.363 1.252 0.964
S 1.801 0.757 -0.633
N 2.044 2.460 1.362
C 2.214 3.087 2.649
C 3.375 2.973 3.399
C 3.447 3.600 4.635
C 2.375 4.337 5.114
C 1.223 4.463 4.344
C 1.144 3.843 3.108
H 3.420 -0.440 1.254
H 3.548 0.722 2.533
H 1.507 2.997 0.697
H 4.259 2.474 3.014
H 4.358 3.527 5.215
H 2.442 4.829 6.075
H 0.389 5.056 4.700
H 0.249 3.951 2.499
C 1.891 -4.295 0.453
C 1.120 -3.115 0.036
O 0.311 -3.120 -0.944
O 1.217 -1.966 0.618
H 2.334 -4.769 -0.424
H 1.203 -5.030 0.885
H 2.648 -4.039 1.188
Br 0.671 0.192 5.063
C -0.430 0.457 3.575
C -1.639 1.131 3.675
C -2.422 1.246 2.537
C -1.970 0.715 1.348
N -0.793 0.081 1.255
C -0.041 -0.058 2.360
H -1.964 1.540 4.625
H -3.392 1.725 2.580
H -2.558 0.790 0.442
H 0.870 -0.626 2.281
*
```

***

This record from the OMol25 dataset describes a cluster of 2 separate species, C5H5Cl3NO3 in total in a non-equilibrium geometry. The level of theory is ωB97M-V/def2-TZVPD.

**Gap between HOMO and LUMO**: 9.26 eV
**Maximum force**: 0.08006 Eh/bohr
**LUMO**: -4.56 eV
**HOMO level**: -13.82 eV
**Energy relative to the best compared isomer or geometry (same formula, charge and spin)**: 0.00 kJ/mol

The geometry in ORCA input format:
```
! wB97M-V def2-TZVPD RIJCOSX def2/J DEFGRID3
* xyz 1 1
C -0.837 0.856 1.159
C -0.821 -0.872 -0.279
C -2.153 0.890 0.436
C -2.173 -0.464 -0.350
C 3.462 0.640 -0.132
N 2.674 -0.030 -0.879
O -0.422 1.422 2.074
O -0.054 -0.239 0.522
O -0.420 -1.880 -1.004
Cl 4.569 0.047 0.964
Cl 2.689 -1.710 -0.584
Cl 3.353 2.357 -0.390
H -2.952 1.103 1.134
H -2.112 1.681 -0.174
H -2.537 -0.584 -1.374
H -2.833 -1.149 0.003
H 0.565 -2.069 -1.125
*
```

***

This record from the OMol25 dataset describes a cluster of 3 separate species, C3H14N2O2 in total in a non-equilibrium geometry. The level of theory is ωB97M-V/def2-TZVPD.

**Gap between HOMO and LUMO (alpha / beta)**: 10.05 / 4.66 eV
**Maximum force**: 0.04650 Eh/bohr
**LUMO (alpha / beta)**: -3.54 / -8.73 eV
**HOMO level (alpha / beta)**: -13.59 / -13.39 eV
**Energy relative to the best compared isomer or geometry (same formula, charge and spin)**: 79.44 kJ/mol

The geometry in ORCA input format:
```
! wB97M-V def2-TZVPD RIJCOSX def2/J DEFGRID3
* xyz 1 2
C 0.604 -1.161 -1.727
C 1.295 0.054 -1.122
C 0.288 1.113 -0.648
N 0.838 2.037 0.359
N -0.054 -2.020 -0.732
H -0.128 -0.934 -2.512
H 1.350 -1.832 -2.138
H 1.938 -0.288 -0.304
H 1.972 0.412 -1.898
H -0.518 0.545 -0.131
H -0.341 1.668 -1.336
H 1.654 1.587 0.747
H 0.951 2.966 -0.017
H -0.713 -1.600 -0.064
H 0.538 -2.762 -0.359
H -0.729 1.357 2.121
H -0.321 -0.080 2.438
O -0.761 0.670 2.832
H -2.945 -1.319 1.516
H -2.211 0.054 1.828
O -2.708 -0.465 1.147
*
```